No. 1
Formula: C2HNO2S
Source: the OMol25 dataset
Level of theory: the ωB97M-V functional and the def2-TZVPD basis

Structure (XYZ):
```
7
Properties=species:S:1:pos:R:3:forces:R:3:lowdin_charge:R:1
C 0.266705 0.164903 -0.319245 -3.046 -0.088 1.782 -0.283
C 2.037258 0.468507 -1.463675 3.897 -0.982 -2.510 -0.359
N 1.337840 -0.349656 -0.640630 0.384 -0.441 0.246 0.064
O -0.169084 1.371969 -0.793339 -0.151 0.095 0.062 -0.303
O 2.296957 1.792703 -0.780289 0.212 0.165 0.808 -0.377
S 1.052659 2.014387 -1.693912 -1.240 1.127 -0.434 1.116
H -0.456764 -0.290686 0.348107 -0.056 0.123 0.047 0.141
```
Positions in Å, forces in eV/Å.

* E_HOMO: -8.458 eV
* gap between HOMO and LUMO: 8.71 eV
* E: -18505.47815 eV
* energy above the lowest of the compared OMol25 structures with the same formula, charge and spin: 123.2 kcal/mol

---

No. 2
Formula: C9H26BF3O7Pt
Source: the OMol25 dataset
Level of theory: the ωB97M-V functional and the def2-TZVPD basis

Structure (XYZ):
```
47
Properties=species:S:1:pos:R:3:forces:R:3:lowdin_charge:R:1
Pt 11.252712 -1.766026 -8.480225 -0.882 0.391 0.545 1.238
C 10.439046 0.846846 -6.466599 -1.397 0.181 0.160 -0.483
O 10.180444 2.106062 -7.148439 0.181 -0.041 -0.068 -0.106
O 11.018301 0.032873 -7.275856 1.429 -0.698 -0.709 -0.218
C 11.296538 1.133851 -5.228757 0.354 0.195 0.011 -0.568
F 11.594835 0.000794 -4.574256 -0.065 -0.383 0.123 0.134
F 12.466915 1.712951 -5.531387 0.057 0.115 -0.115 0.148
F 10.672399 1.931555 -4.343958 -0.144 0.208 0.128 0.134
C 9.178379 2.969069 -6.654915 -0.102 0.276 0.413 -0.283
C 8.260361 3.416372 -7.775194 -0.332 -0.224 0.438 -0.073
H 8.798580 3.855085 -8.612206 0.035 0.094 0.026 0.076
H 7.665678 2.568799 -8.125223 0.136 -0.015 -0.147 0.072
H 7.546063 4.127025 -7.350208 0.092 0.172 -0.237 0.076
H 9.632057 3.827362 -6.143860 0.140 0.029 -0.266 0.120
H 8.581293 2.501820 -5.862967 0.024 -0.318 -0.151 0.115
H 9.441888 0.504638 -6.077996 0.118 0.152 0.136 0.157
B 11.415374 -3.592049 -10.001174 0.758 -0.172 0.027 -0.469
H 12.231905 -3.922229 -9.154381 0.168 -0.219 -0.066 -0.027
H 11.813428 -2.626636 -10.622115 0.015 0.010 -0.274 -0.034
H 11.288646 -4.498694 -10.780095 -0.203 -0.068 0.031 -0.014
H 10.333211 -3.410784 -9.475909 -0.452 -0.098 -0.064 -0.045
C 10.041671 -0.118439 -10.998745 -0.281 -0.147 -0.020 -0.189
C 10.034119 1.357015 -10.710361 0.187 0.241 0.185 -0.235
O 11.183918 1.648096 -9.932683 -0.098 0.362 -0.017 -0.066
O 9.692524 -0.832892 -9.791742 -0.136 0.430 -0.632 -0.176
H 11.053265 -0.402591 -11.279103 0.005 -0.246 0.077 0.110
H 9.367682 -0.430991 -11.799803 -0.031 0.149 0.003 0.131
H 9.109329 1.631987 -10.190664 0.071 0.004 0.046 0.115
H 10.070802 1.948374 -11.631660 0.067 -0.146 -0.058 0.122
H 10.928260 1.827107 -9.011002 -0.016 -0.243 0.018 0.060
H 8.754020 -1.037072 -9.803363 0.048 -0.220 0.119 0.113
C 14.023936 -1.479365 -7.250225 -0.141 0.547 0.403 -0.204
C 14.327528 -1.303268 -8.715131 0.345 -0.009 0.192 -0.199
O 13.168079 -0.835312 -9.397714 0.380 -0.119 -0.075 -0.145
O 12.958095 -2.430368 -7.073579 0.941 0.014 -0.039 -0.148
H 13.703935 -0.523790 -6.820764 -0.088 -0.017 -0.129 0.116
H 14.925634 -1.777554 -6.710290 -0.029 -0.290 -0.134 0.132
H 14.673727 -2.239822 -9.157028 -0.207 -0.031 -0.078 0.132
H 15.139261 -0.574489 -8.782033 -0.054 0.021 -0.101 0.134
H 13.346870 -0.024744 -9.882927 -0.359 0.201 0.137 0.110
H 13.087028 -2.868122 -6.228415 -0.404 -0.055 0.053 0.112
C 9.586926 -4.053603 -6.722865 -0.245 0.147 0.592 -0.101
O 9.551025 -2.708699 -7.207429 -0.317 -0.117 -0.012 -0.220
H 10.197085 -4.126077 -5.816631 0.266 0.030 -0.243 0.085
H 8.588787 -4.370563 -6.411396 -0.039 -0.086 -0.378 0.088
H 9.977310 -4.665891 -7.527311 0.024 -0.103 0.021 0.078
H 8.927659 -2.173521 -6.709202 0.178 0.100 0.135 0.097
```
Positions in Å, forces in eV/Å.

* E_HOMO (spin up / spin down): -8.146 / -8.225 eV
* spin multiplicity: 3
* gap between HOMO and LUMO (spin up / spin down): 8.28 / 8.13 eV
* E: -36156.96259 eV
* energy above the lowest of the compared OMol25 structures with the same formula, charge and spin: 0.0 kcal/mol

---

No. 3
Formula: C2H8OS
Source: the OMol25 dataset
Level of theory: the ωB97M-V functional and the def2-TZVPD basis

Structure (XYZ):
```
12
Properties=species:S:1:pos:R:3:forces:R:3:lowdin_charge:R:1
S -1.239617 3.757878 -1.047448 -0.126 -0.013 0.005 0.457
H -1.506000 4.757730 -1.893585 0.074 0.058 -0.044 -0.231
H -2.542839 3.463642 -0.942103 0.057 -0.064 0.047 -0.222
C 0.027449 -1.630745 0.136176 -0.082 0.106 -0.057 -0.310
O -0.802143 -0.506968 0.430612 0.325 0.181 0.034 -0.096
C 1.446092 -1.495496 0.716324 -0.731 0.113 0.157 -0.075
H 0.059967 -1.783025 -0.941055 0.106 0.058 -0.232 0.099
H -0.507071 -2.486816 0.535803 0.047 -0.115 0.197 0.104
H -0.244957 0.278667 0.345688 -0.281 -0.105 -0.052 0.069
H 1.617174 -2.262963 1.461573 0.237 -0.198 0.047 0.064
H 1.488416 -0.542871 1.260879 0.281 -0.127 -0.247 0.074
H 2.203528 -1.549033 -0.062863 0.094 0.105 0.145 0.068
```
Positions in Å, forces in eV/Å.

* E_HOMO: -9.836 eV
* SMILES: CCO.S
* gap between HOMO and LUMO: 10.68 eV
* E: -15085.82421 eV
* energy above the lowest of the compared OMol25 structures with the same formula, charge and spin: 15.1 kcal/mol